# 1
43
Properties=species:S:1:pos:R:3 method="wB97M-V/def2-TZVPD" homo_lumo_gap_ha=0.2618 total_charge=+1 e_tot_ha=-3231.52614 de_lowest_kcal_mol=27.5 e_lumo_ev=-2.43 largest_force_ha_per_bohr=0.0396 homo_energy_ev=-9.55
Br -3.0343 -0.4257 -2.5424
C 4.5043 -0.8468 -2.6756
N 3.0554 -1.2201 -2.8971
C 2.7422 -1.0852 -4.3574
C 2.8401 -2.6076 -2.3215
C 2.1860 -0.3263 -2.0104
C 0.7030 -0.6711 -1.9003
O 0.1572 -0.6592 -3.1777
H 4.5897 0.1657 -3.0637
H 5.0568 -1.6518 -3.1473
H 4.7341 -0.7420 -1.6170
H 1.6818 -1.2464 -4.5362
H 3.3132 -1.9178 -4.7688
H 3.0032 -0.0884 -4.6938
H 1.8162 -2.8867 -2.5495
H 2.8915 -2.4889 -1.2430
H 3.6487 -3.2442 -2.6663
H 2.2881 0.7235 -2.2891
H 2.6454 -0.4195 -1.0263
H 0.2180 0.0498 -1.2324
H 0.5926 -1.6533 -1.4228
H -0.8134 -0.8216 -3.0992
C -1.1063 0.1239 3.1049
N -2.0517 1.2673 3.3498
C -2.3424 1.4926 4.8230
C -1.5040 2.5724 2.8490
C -3.4097 0.9439 2.7423
C -3.4639 0.8771 1.2383
O -2.5652 -0.1301 0.8112
H -0.2947 0.2217 3.8270
H -0.6786 0.1926 2.1131
H -1.6406 -0.8108 3.2253
H -2.8614 0.6000 5.1637
H -3.0314 2.3307 4.7852
H -1.4337 1.6992 5.3768
H -0.7131 2.8908 3.5193
H -2.3184 3.2956 2.8758
H -1.2346 2.4685 1.8013
H -4.1579 1.6362 3.1311
H -3.7344 -0.0231 3.1280
H -3.2240 1.7917 0.6745
H -4.4835 0.7104 0.8667
H -2.5702 -0.0867 -0.1685



# 2
49
Properties=species:S:1:pos:R:3 method="wB97M-V/def2-TZVPD" homo_lumo_gap_ha=0.3243 total_charge=+1 e_tot_ha=-2496.46154 e_lumo_ev=-3.38 largest_force_ha_per_bohr=0.0188 homo_energy_ev=-12.20
N -0.0947 -0.4142 0.2619
C -1.3022 0.1081 0.7778
S -1.2439 2.0063 0.9440
C -1.7221 2.5570 2.6100
C -1.1753 3.9606 2.8719
C -1.7471 5.0083 1.9036
S -1.9429 6.6459 2.6690
H 0.6941 -0.2319 0.8751
H 0.1404 0.0049 -0.6386
H -1.5356 -0.2669 1.7716
H -2.1207 -0.0685 0.0843
H -2.3231 2.3967 0.2461
H -2.8092 2.5425 2.6823
H -1.3153 1.8164 3.2988
H -0.0885 3.9341 2.7763
H -1.4333 4.2226 3.8972
H -2.7390 4.7090 1.5554
H -1.1010 5.1231 1.0354
H -0.9010 7.2349 2.0732
O 0.3342 1.4560 -2.4586
S 1.7219 1.5583 -2.8447
O 2.6935 1.2005 -1.8565
O 1.9926 3.0075 -3.3972
C 1.6083 4.1506 -2.5874
C 2.5377 4.3804 -1.4171
C 2.0101 0.6780 -4.3324
H 0.5712 4.0166 -2.2758
H 1.6435 4.9811 -3.2878
H 2.4823 3.5709 -0.6905
H 2.2635 5.3147 -0.9253
H 3.5702 4.4567 -1.7548
H 1.2602 0.9665 -5.0634
H 1.9294 -0.3797 -4.0898
H 3.0139 0.9124 -4.6767
O -0.6342 -5.5985 -1.3056
S 0.1009 -5.3640 -0.0995
O 1.4283 -5.8780 0.0256
O -0.7798 -5.8145 1.1367
C -1.3171 -7.1697 1.1173
C -0.2708 -8.2201 1.4101
C 0.1213 -3.6380 0.2511
H -1.8043 -7.3312 0.1556
H -2.0840 -7.1493 1.8881
H 0.4774 -8.2739 0.6217
H -0.7599 -9.1912 1.4894
H 0.2392 -8.0061 2.3490
H -0.8875 -3.2485 0.1663
H 0.7720 -3.1847 -0.4922
H 0.5265 -3.4917 1.2490



# 3
42
Properties=species:S:1:pos:R:3 method="wB97M-V/def2-TZVPD" homo_lumo_gap_ha="0.4078 / 0.1443" total_charge=+1 s2=0.756 e_tot_ha=-698.37054 de_lowest_kcal_mol=0.0 e_lumo_ev="-2.21 / -9.38" largest_force_ha_per_bohr=0.0533 homo_energy_ev="-13.31 / -13.30" spin_multiplicity=2
C 6.1372 -14.6831 4.8918
O 6.1270 -15.2659 6.1917
H 7.1240 -14.8143 4.4479
H 5.4440 -15.2624 4.2817
H 5.8616 -13.6350 4.7754
H 5.4723 -14.8246 6.7378
C 3.5328 -13.9038 9.5971
C 4.1367 -13.2034 8.3697
C 5.6348 -12.9348 8.5358
O 3.9485 -14.0589 7.2895
H 3.6148 -13.1788 10.4068
H 4.1082 -14.7852 9.8802
H 2.5174 -14.2699 9.4454
H 3.6411 -12.3087 7.9928
H 6.0094 -12.5729 7.5783
H 6.1418 -13.8653 8.7911
H 5.8828 -12.2127 9.3138
H 3.0174 -14.1812 7.0902
C 3.8694 -19.6805 7.1325
C 4.4009 -18.2342 7.1297
C 4.7062 -17.6306 8.4248
O 5.5829 -18.1648 6.4003
H 3.8635 -20.1125 6.1318
H 2.8626 -19.8107 7.5295
H 4.5715 -20.3169 7.6711
H 3.6265 -17.7683 6.5204
H 3.8558 -17.6279 9.1067
H 5.1372 -16.6303 8.3818
H 5.4573 -18.1940 8.9783
H 5.8492 -17.2532 6.2604
C 6.0688 -20.3159 1.6742
C 6.4112 -19.6437 3.0078
C 6.2055 -18.1457 2.8359
O 5.5577 -20.1586 4.0148
H 6.0803 -21.3767 1.9243
H 6.8287 -20.1099 0.9204
H 5.1248 -20.0381 1.2054
H 7.4736 -19.8459 3.1439
H 5.1495 -17.8930 2.7402
H 6.6895 -17.6693 1.9833
H 6.5875 -17.5984 3.6977
H 5.6917 -19.6893 4.8415